A structure of composition C54H67N4P4PbSe2Si4Te at a distorted geometry, computed with ωB97M-V/def2-TZVPD.

Structure (ORCA input):
```
! wB97M-V def2-TZVPD RIJCOSX def2/J DEFGRID3
* xyz 1 1
Pb -1.29436 0.52116 -0.24906
C 1.66216 0.20387 3.31926
P 1.10445 0.57869 1.61292
C 2.39589 -0.25758 0.62807
C 1.58552 2.35712 1.55421
C 2.88421 2.77408 1.28209
C 3.22325 4.11896 1.27882
C 2.25743 5.06911 1.56419
C 0.96033 4.67190 1.85445
C 0.60392 3.32406 1.85878
P -1.14626 2.80929 2.10040
C -1.99925 4.38223 2.51178
C -1.22433 2.02210 3.76096
H 2.74158 0.35782 3.35811
H 1.42388 -0.83062 3.56340
H 1.19296 0.86937 4.03848
H 3.38395 -0.13128 1.07127
H 2.38961 0.12620 -0.39171
H 2.15689 -1.32017 0.60395
H 3.64853 2.03972 1.06194
H 4.23878 4.42170 1.06085
H 2.51112 6.12081 1.56964
H 0.22707 5.43298 2.08126
H -1.93672 5.09205 1.68609
H -1.59741 4.84598 3.41430
H -3.05172 4.14960 2.67937
H -0.60426 2.54724 4.48902
H -0.92836 0.97576 3.71388
H -2.26410 2.06203 4.08953
Se -1.18785 -6.86300 1.42650
P -2.03242 -5.20046 2.38818
C -1.61208 -5.01109 4.14226
C -1.90825 -3.84783 4.85313
C -1.64597 -3.77980 6.20906
C -1.08827 -4.87109 6.86645
C -0.78898 -6.02517 6.16298
C -1.05002 -6.09585 4.80026
C -3.85509 -5.28368 2.37147
C -4.64008 -5.01366 3.48912
C -6.01508 -5.20497 3.43702
C -6.61278 -5.68070 2.28081
C -5.83247 -5.97327 1.17078
C -4.46372 -5.77886 1.22107
C -1.45166 -3.62350 1.67669
C -1.58502 -2.90396 0.47926
N -0.72322 -1.86333 0.57111
N -0.12537 -1.92025 1.74222
N -0.53815 -2.96152 2.41845
P -2.47434 -3.02198 -1.07173
Se -1.69761 -1.58776 -2.46515
C -2.25890 -4.68737 -1.71218
C -3.30629 -5.54444 -2.03132
C -3.03134 -6.83339 -2.46208
C -1.71840 -7.26158 -2.58068
C -0.67177 -6.39821 -2.28697
C -0.93839 -5.11368 -1.85174
C -4.20437 -2.61507 -0.76342
C -4.57901 -2.04824 0.45094
C -5.87959 -1.60289 0.63491
C -6.80720 -1.72788 -0.38748
C -6.43316 -2.28270 -1.60531
C -5.13127 -2.71198 -1.80069
H -2.33359 -2.99238 4.34472
H -1.87295 -2.87490 6.75730
H -0.88788 -4.81613 7.92812
H -0.35220 -6.87442 6.67052
H -0.81228 -6.98910 4.23624
H -4.18710 -4.67111 4.40861
H -6.61530 -5.00230 4.31429
H -7.68240 -5.84318 2.25159
H -6.28946 -6.36710 0.27192
H -3.84010 -6.06558 0.38701
H -4.33390 -5.22029 -1.93901
H -3.84636 -7.50575 -2.69287
H -1.50946 -8.27515 -2.89527
H 0.35254 -6.73199 -2.37877
H -0.12408 -4.44040 -1.61054
H -3.86031 -1.96871 1.25686
H -6.16972 -1.17325 1.58434
H -7.82495 -1.39216 -0.23809
H -7.15474 -2.37188 -2.40648
H -4.82830 -3.10222 -2.76465
C 2.35268 3.65596 -5.02140
Si 0.93849 4.44437 -4.11323
C 0.03909 5.64962 -5.23231
C 1.49324 5.25092 -2.52830
Si -0.85346 2.98134 -3.51813
Te -1.73474 3.59810 -1.31516
Si -3.93104 4.83760 -1.73133
C -3.79970 6.41119 -0.74493
C -4.04002 5.21362 -3.55542
C -5.31187 3.74218 -1.14175
Si -2.24576 1.73559 -5.00586
C -3.79908 1.25982 -4.09617
C -1.31828 0.28255 -5.69474
C -2.58851 2.97173 -6.37230
H 3.10658 4.42192 -5.21900
H 2.04362 3.23384 -5.97859
H 2.82096 2.87001 -4.43750
H 0.72964 6.44198 -5.53104
H -0.81016 6.12534 -4.73795
H -0.32339 5.16841 -6.14127
H 2.25028 6.00844 -2.74416
H 1.92932 4.51801 -1.84506
H 0.66424 5.73310 -2.01006
H -2.80223 6.84591 -0.81196
H -4.03321 6.25348 0.30890
H -4.51067 7.14015 -1.14122
H -3.15485 5.75418 -3.89555
H -4.90988 5.84497 -3.75108
H -4.14845 4.30702 -4.14911
H -5.21317 3.53022 -0.07588
H -5.32062 2.78957 -1.67233
H -6.27534 4.23231 -1.30116
H -3.59921 0.45590 -3.38703
H -4.54510 0.90172 -4.81004
H -4.22846 2.10089 -3.55158
H -1.12137 -0.46414 -4.92807
H -0.37718 0.58604 -6.15432
H -1.93105 -0.18808 -6.46798
H -3.09474 3.86956 -6.01797
H -3.23478 2.49926 -7.11626
H -1.67358 3.27819 -6.88124
N 6.79919 -1.22286 -5.85732
C 5.85366 -0.85781 -5.31862
C 4.66412 -0.39958 -4.65180
C 3.42132 -0.90032 -5.03386
C 2.27717 -0.45369 -4.40141
C 2.35994 0.50294 -3.38863
C 3.61271 0.98803 -3.00196
C 4.75916 0.54025 -3.62893
C 1.18890 0.96366 -2.69462
C 0.29849 1.12203 -1.86542
H 3.36150 -1.64071 -5.81918
H 1.31580 -0.85013 -4.67865
H 3.67773 1.72573 -2.21243
H 5.72901 0.91417 -3.33246
*
```

Results
Largest force on an atom in Eh/bohr: 0.026
HOMO-LUMO gap in hartree: 0.2071
E_HOMO in eV: -9.290



A cluster of 9 separate species, C54H69N3O30 in total at a distorted geometry, computed with ωB97M-V/def2-TZVPD.

Structure (ORCA input):
```
! wB97M-V def2-TZVPD RIJCOSX def2/J DEFGRID3
* xyz 0 1
O -3.85856 -3.03918 2.35805
C -3.86031 -2.83379 3.59851
C -3.08753 -3.57487 4.48391
C -3.27032 -3.52670 5.79049
O -2.61553 -4.19743 6.70786
C -4.34328 -2.65287 6.40512
O -4.50306 -2.72282 7.60380
C -5.11788 -1.84366 5.52705
C -4.91606 -1.92499 4.20438
O -5.54234 -1.16061 3.31277
H -2.19420 -4.14060 4.08507
H -3.01140 -3.87300 7.55570
H -5.73916 -1.14129 5.99525
H -5.10992 -1.30459 2.46404
O 1.22359 0.13853 6.47163
C 0.21201 0.51508 5.92537
C -0.49036 1.73852 6.17049
C -1.58497 2.10581 5.55628
O -2.20621 3.27414 5.72442
C -2.27067 1.17961 4.63820
O -3.38023 1.53386 4.21878
C -1.66162 -0.09720 4.46745
C -0.45104 -0.41522 4.94401
O 0.22673 -1.54184 4.83346
H 0.05474 2.36360 6.94415
H -2.87777 3.37138 5.00222
H -2.16290 -0.83447 3.79675
H 1.05096 -1.30277 5.33667
O 1.17219 3.75955 -6.66467
C 1.40694 3.16179 -5.66528
C 2.75881 3.19798 -4.94560
C 3.03033 2.44099 -3.92599
O 4.24982 2.40680 -3.37595
C 1.98062 1.52055 -3.39171
O 2.41334 0.87689 -2.41954
C 0.68681 1.40711 -4.07053
C 0.37383 2.25379 -5.10612
O -0.78500 2.27239 -5.75762
H 3.43726 3.86898 -5.44794
H 4.06177 1.66157 -2.73215
H -0.05109 0.59995 -3.80127
H -0.65176 2.81166 -6.54948
O -6.66142 -4.04103 0.25971
C -6.36154 -4.61508 -0.76056
C -7.34512 -5.27675 -1.65737
C -6.87921 -5.88906 -2.78610
O -7.59725 -6.61640 -3.62394
C -5.44228 -5.76492 -3.21972
O -5.19329 -6.02970 -4.35098
C -4.50881 -5.34713 -2.16077
C -4.91123 -4.76586 -1.01574
O -4.07331 -4.34172 -0.11420
H -8.35988 -5.20872 -1.34116
H -6.97503 -6.72331 -4.38242
H -3.46357 -5.30478 -2.43298
H -4.55865 -3.90119 0.65083
O -1.27686 0.83549 1.38915
C -1.46262 -0.01531 0.52693
C -0.34888 -0.83779 -0.04526
C -0.53714 -1.60777 -1.06588
O 0.45293 -2.18528 -1.73107
C -1.94446 -1.85250 -1.55785
O -2.19113 -2.63137 -2.41616
C -3.07366 -1.22752 -0.87361
C -2.83710 -0.44982 0.18199
O -3.80672 -0.01727 1.02445
H 0.61623 -0.69755 0.36385
H 0.00580 -2.70087 -2.39584
H -4.08434 -1.54237 -1.09588
H -3.40037 0.62603 1.61926
O 4.05178 -0.29669 -4.88341
C 3.66560 -1.42783 -5.16585
C 2.71940 -2.08838 -4.25239
C 2.09391 -3.24563 -4.60493
O 1.23672 -3.93404 -3.81223
C 2.41818 -3.88410 -5.92969
O 1.79702 -4.86485 -6.26062
C 3.49705 -3.27770 -6.72538
C 4.09923 -2.16138 -6.34661
O 5.15777 -1.57219 -6.85954
H 2.42709 -1.65006 -3.31734
H 1.03130 -4.71033 -4.35273
H 3.74389 -3.82663 -7.63465
H 5.32249 -0.69951 -6.40709
C -2.95130 -12.31967 -0.99454
O -2.59492 -11.28255 -0.13340
C -1.68861 -10.37211 -0.69393
C -0.98246 -9.56995 0.37466
N -0.09049 -8.74162 -0.41680
C 0.66240 -7.79565 0.34381
C -0.09740 -6.58625 0.80466
O 0.68922 -5.77716 1.63751
C 0.13726 -4.50555 1.92755
H -2.05200 -12.68961 -1.47221
H -3.66263 -11.90186 -1.73033
H -3.44606 -13.09923 -0.37514
H -2.15161 -9.74590 -1.38984
H -0.90190 -10.85505 -1.27239
H -0.38772 -10.07477 1.12735
H -1.79363 -9.04904 0.89635
H -0.64249 -8.28399 -1.13301
H 1.45253 -7.42508 -0.30611
H 1.26044 -8.18658 1.16245
H -1.00757 -6.90754 1.35401
H -0.38762 -5.96616 -0.04524
H 0.11402 -3.88058 1.04446
H 0.80709 -4.05224 2.66772
H -0.83595 -4.52497 2.44516
C 4.24136 8.32298 3.13926
O 4.90841 7.18140 2.71441
C 6.22275 7.44492 2.17637
C 6.61324 6.17661 1.34987
N 5.70079 6.04648 0.22344
C 5.87003 4.86413 -0.57427
C 5.65246 3.53284 0.13519
O 4.35173 3.49850 0.61145
C 3.98723 2.43220 1.55268
H 3.13211 8.20136 3.23618
H 4.42640 9.14301 2.40596
H 4.69111 8.70417 4.08660
H 6.96266 7.77908 2.94248
H 6.08437 8.27106 1.48886
H 6.53707 5.29881 1.99037
H 7.62611 6.47802 0.99276
H 4.75487 6.06888 0.59597
H 6.78562 4.95455 -1.11195
H 5.06296 4.80821 -1.28307
H 6.42812 3.29639 0.94510
H 5.79913 2.72548 -0.60336
H 4.52587 2.60721 2.48465
H 4.12919 1.45520 1.17110
H 2.95105 2.56152 1.77030
C 0.47481 4.17924 -1.49773
O 0.34036 5.50915 -1.05822
C 1.60053 6.22217 -1.00895
C 1.49376 7.55722 -0.28932
N 0.80707 8.70333 -0.97001
C 0.62894 9.83826 -0.02991
C -0.51631 9.52946 0.93351
O -1.81467 9.40283 0.22739
C -2.36645 10.69795 -0.08835
H 0.40726 4.13297 -2.58570
H -0.36920 3.65877 -1.09761
H 1.38569 3.66397 -1.11386
H 1.99864 6.24083 -2.08640
H 2.32282 5.61241 -0.43647
H 2.53591 7.74220 0.05157
H 1.02971 7.26266 0.67011
H -0.12407 8.43877 -1.23010
H 0.55057 10.81092 -0.52545
H 1.51614 9.92264 0.58449
H -0.54644 10.38503 1.58321
H -0.31202 8.60239 1.53237
H -1.78825 11.25553 -0.83569
H -2.38103 11.29256 0.79058
H -3.40611 10.51511 -0.48683
*
```

Results
SMILES string: O=C1C=C(O)C(=O)C=C1O.O=C1C=C(O)C(=O)C=C1O.O=C1C=C(O)C(=O)C=C1O.O=C1C=C(O)C(=O)C=C1O.O=C1C=C(O)C(=O)C=C1O.O=C1C=C(O)C(=O)C=C1O.COCCNCCOC.COCCNCCOC.COCCNCCOC
Largest force on an atom in Eh/bohr: 0.089
HOMO-LUMO gap in hartree: 0.2501
E_HOMO in eV: -8.728